Entry from the OMol25 dataset: a 9-piece molecular cluster, C21H60N6O9 overall (ωB97M-V with the def2-TZVPD basis set).

## Properties
DFT total energy ... -1841.4746 Eh
Lowest unoccupied orbital energy ... -0.1 eV
Net charge ... 0
M ... 540.744 g/mol
HOMO level ... -9.321 eV

XYZ file:
```
96
Properties=species:S:1:pos:R:3:forces:R:3
N 23.29700 21.42500 -16.29700 -6.04 -2.11 -2.50
C 24.59900 21.46200 -16.37200 6.26 -0.77 -4.48
N 25.10200 21.88100 -15.22400 0.77 1.43 2.25
O 25.43000 21.19100 -17.37900 -4.65 0.83 3.90
H 22.81100 21.00300 -17.15600 1.11 1.04 1.84
H 22.68900 21.34000 -15.43400 1.74 0.32 -1.38
H 26.09600 21.93800 -15.09400 0.22 0.10 -0.20
H 24.47100 22.37600 -14.59900 0.68 0.02 0.07
N 28.15800 19.85600 -5.27000 -0.88 -4.03 7.05
C 28.54400 20.53500 -6.27100 9.68 2.44 -0.99
N 27.62500 20.55700 -7.12500 -2.55 2.09 -6.92
O 29.86000 20.94600 -6.43300 -6.25 -1.55 0.62
H 28.77800 19.64600 -4.47900 -0.28 0.48 -0.83
H 27.31600 19.25100 -5.27400 0.98 0.97 -0.14
H 27.73800 20.93500 -8.08100 -0.02 -0.11 0.90
H 26.71700 20.23200 -6.93800 -0.95 -0.26 0.36
N 26.06800 17.69000 -13.70500 4.93 -0.43 -1.14
C 26.03600 18.94800 -14.14500 6.27 -0.61 -3.18
N 24.90000 19.50600 -13.93000 -3.93 4.86 -0.29
O 27.14100 19.50300 -14.75200 -5.57 -2.24 3.35
H 26.97400 17.21100 -13.87500 -1.66 0.43 0.10
H 25.43000 17.11500 -13.28400 -2.40 -0.96 0.98
H 24.92000 20.51400 -14.25700 -0.33 -1.20 0.28
H 23.94600 19.15400 -13.74300 1.48 -0.47 -0.32
C 31.60900 16.69300 -7.26700 -1.66 -2.29 -0.05
C 30.49800 17.69900 -7.51900 5.96 2.55 -3.07
C 30.16200 18.00000 -8.96700 0.74 1.83 -0.52
O 29.34400 17.53300 -6.99400 -6.53 -1.32 4.58
H 32.39000 17.05500 -6.54800 -0.89 -0.72 -0.60
H 32.02200 16.38900 -8.23900 0.39 0.24 0.43
H 30.98700 15.76200 -6.95800 1.61 1.09 0.18
H 30.88600 18.59400 -7.03300 0.61 0.66 -0.69
H 30.99900 18.16600 -9.62500 0.51 -0.11 -0.35
H 29.63300 18.96500 -8.95000 0.23 -0.25 0.07
H 29.44800 17.35400 -9.43000 -0.23 -1.10 -0.04
H 29.09900 18.42700 -6.70400 -0.47 -0.88 0.14
C 24.31800 24.68900 -8.01400 -1.24 -1.60 1.34
C 25.30600 23.55400 -7.62100 3.28 3.60 -7.13
C 26.82400 23.98500 -7.58300 -1.03 0.95 -0.31
O 25.21600 22.85900 -6.57600 -1.82 -3.84 7.51
H 23.56700 24.27900 -8.71600 0.46 0.29 0.09
H 24.82300 25.51600 -8.45200 0.24 0.74 -0.24
H 23.70900 24.95500 -7.14100 0.36 0.48 0.01
H 25.24100 22.88400 -8.47200 0.17 -0.22 -0.83
H 26.90500 24.83900 -8.29500 0.77 -0.56 0.67
H 27.46300 23.13400 -7.82600 -0.17 0.25 -0.40
H 27.10200 24.20900 -6.52800 -0.34 0.48 -0.76
H 24.60500 22.14200 -6.66600 -0.74 -0.49 0.16
C 29.27900 17.40900 -12.82800 2.23 -2.27 -2.19
C 29.03000 16.55000 -14.04900 11.46 2.86 0.66
C 30.12100 15.46400 -13.92800 1.13 -1.36 0.05
O 27.98000 15.91400 -14.09100 -9.83 -4.44 0.29
H 28.98200 16.79200 -12.07600 -0.86 -1.33 2.73
H 28.77900 18.24100 -12.91500 -2.92 4.70 0.09
H 30.32100 17.64900 -12.72500 0.45 0.04 -0.01
H 29.26100 16.99200 -14.99700 0.21 1.39 -0.62
H 29.93600 14.70800 -13.09500 0.15 1.39 -0.41
H 31.12300 15.89700 -13.85300 -0.07 -0.36 0.03
H 30.10100 14.78500 -14.80700 0.10 0.51 -0.07
H 28.25000 15.07800 -14.41500 -0.97 -1.66 -0.63
C 26.74400 18.21400 -10.06800 -0.65 -0.38 0.59
C 25.34000 18.82100 -10.32300 -0.74 -7.28 5.89
C 24.67700 19.42600 -9.15700 -0.38 -1.67 2.77
O 25.26500 19.62700 -11.24100 1.06 7.65 -10.72
H 27.06500 17.71200 -10.98300 0.14 0.14 0.07
H 26.80400 17.48900 -9.23200 -0.38 0.25 -0.47
H 27.43900 18.98700 -9.79800 0.39 0.38 -0.04
H 24.71100 18.06400 -10.77300 -0.55 -2.23 1.60
H 23.61400 19.72500 -9.14100 0.45 -0.33 -0.84
H 25.24300 20.26200 -8.80300 0.48 0.62 0.40
H 24.78700 18.57100 -8.46800 -0.35 0.73 0.79
H 25.31700 19.11300 -12.10200 0.35 1.73 1.01
C 29.19900 20.94300 -10.44600 1.57 -0.71 -1.67
C 28.06800 21.83500 -10.62900 5.11 4.04 -3.63
C 27.59800 21.81500 -11.97800 -0.57 1.30 -4.20
O 27.07000 21.62700 -9.88100 -6.30 -2.23 5.65
H 29.51300 21.08700 -9.45300 0.73 -0.64 1.47
H 30.04400 21.24300 -11.11300 -0.60 -0.27 0.49
H 28.87200 19.94900 -10.75000 0.49 -0.30 0.41
H 28.48800 22.83600 -10.45600 -0.30 0.34 0.37
H 27.26400 20.85700 -12.27500 -0.32 -1.44 -0.24
H 28.36600 22.05600 -12.68400 0.76 0.04 -0.50
H 26.78000 22.48800 -12.29100 0.19 -0.03 0.87
H 26.57400 20.90300 -10.30600 -0.28 0.38 0.37
C 24.65100 23.83900 -11.38400 0.55 0.07 1.65
C 23.84400 22.53800 -11.38700 -0.73 3.13 6.58
C 22.38200 22.73600 -11.26000 -1.05 1.58 -1.16
O 24.14300 21.88000 -12.42100 1.68 -4.56 -6.90
H 24.13500 24.69000 -10.97400 -0.50 0.31 0.16
H 25.01300 24.13300 -12.35900 0.11 -0.25 -0.33
H 25.48800 23.65900 -10.67500 -0.07 0.36 -0.78
H 24.11900 21.95800 -10.48700 0.34 0.23 0.16
H 22.16200 23.34500 -12.16800 -0.63 -0.33 0.53
H 22.14000 23.32800 -10.39100 -0.19 0.22 0.30
H 21.77900 21.83400 -11.25600 0.12 -0.28 -0.09
H 24.45600 21.00100 -12.18600 0.14 -0.12 -0.04
```
Forces are in eV/Å.

Atom charges from the Löwdin analysis, given in e for atoms 1 to 4:
1. N 0.138
2. C -0.660
3. N 0.115
4. O -0.055